# 1
C24H27N6OPd | the ωB97M-V functional and the def2-TZVPD basis

HOMO-LUMO gap (alpha / beta) = 6.05 / 6.74 eV
expectation value of S² = 2.057
HOMO (alpha / beta) = -9.96 / -11.21 eV

ORCA input file:
```
! RIJCOSX wB97M-V def2-TZVPD def2/J DEFGRID3
* xyz 1 3
Pd -0.19 0.25 0.54
C -4.37 1.37 2.51
C -3.85 0.27 1.85
C -2.48 0.05 1.84
C -1.62 0.94 2.52
C -2.16 2.07 3.17
C -3.53 2.27 3.16
N -0.28 0.62 2.50
N 0.65 1.35 3.04
C 1.82 1.18 2.38
C 3.06 1.58 2.89
C 4.20 1.45 2.12
C 4.14 0.91 0.83
C 2.91 0.50 0.30
C 1.77 0.65 1.06
H -5.44 1.52 2.54
H -4.52 -0.43 1.37
H -2.09 -0.89 1.47
H -1.49 2.74 3.68
H -3.94 3.12 3.68
H 3.11 1.99 3.89
H 5.15 1.77 2.52
H 5.03 0.81 0.24
H 2.87 0.07 -0.69
N 3.49 -4.31 1.42
C 2.68 -4.80 0.45
O 2.91 -5.83 -0.15
C 1.45 -4.00 0.12
C 0.43 -4.64 -0.57
C -0.72 -3.94 -0.90
C -0.80 -2.61 -0.53
N 0.19 -1.97 0.11
C 1.29 -2.65 0.43
H 4.29 -4.85 1.68
H 3.23 -3.54 2.01
H 0.56 -5.68 -0.84
H -1.53 -4.40 -1.44
H -1.69 -2.02 -0.75
H 2.06 -2.08 0.92
C -0.05 2.15 -1.31
C -0.43 3.09 -2.50
N -1.12 2.31 -3.52
C -2.34 1.76 -2.98
C -2.00 0.81 -1.80
N -0.53 0.78 -1.59
C 0.13 0.29 -2.81
C -0.26 1.23 -4.00
H -0.52 2.52 -0.39
H 1.03 2.12 -1.18
H 0.46 3.54 -2.94
H -1.09 3.90 -2.18
H -2.88 1.23 -3.77
H -2.97 2.59 -2.64
H -2.33 -0.21 -2.01
H -2.48 1.14 -0.87
H -0.19 -0.74 -2.99
H 1.20 0.29 -2.64
H -0.79 0.68 -4.77
H 0.63 1.66 -4.45
*
```



# 2
C42H60F6MgNO34S2 | the ωB97M-V functional and the def2-TZVPD basis

HOMO-LUMO gap (alpha / beta) = 4.76 / 9.41 eV
expectation value of S² = 0.750
HOMO (alpha / beta) = -5.17 / -9.83 eV

ORCA input file:
```
! RIJCOSX wB97M-V def2-TZVPD def2/J DEFGRID3
* xyz 0 2
Mg -0.10 -3.75 -0.63
C -3.12 -1.91 1.21
F -3.21 -3.25 1.31
F -3.74 -1.48 0.17
F -3.69 -1.36 2.27
S -1.29 -1.36 1.14
O -1.30 0.09 1.39
O -0.62 -2.15 2.12
N -0.69 -1.99 -0.42
S -0.70 -0.73 -1.31
O -0.42 -1.10 -2.70
O -1.75 0.28 -1.22
C 1.03 0.23 -0.88
F 1.56 -0.32 0.29
F 1.96 0.16 -1.79
F 0.73 1.52 -0.62
C 3.62 2.25 -5.71
C 3.76 1.98 -4.19
C 4.99 1.05 -3.94
O 5.78 1.93 -3.16
C 5.29 3.10 -3.03
O 5.73 3.99 -2.32
O 4.16 3.24 -3.72
H 2.85 3.01 -5.83
H 3.33 1.37 -6.30
H 4.56 2.76 -5.94
H 2.84 1.58 -3.76
H 5.53 0.92 -4.88
H 4.75 0.04 -3.63
C -2.50 3.39 0.56
C -3.44 3.28 1.80
C -3.52 1.84 2.31
O -2.50 1.70 3.25
C -2.16 2.85 3.73
O -1.62 3.08 4.78
O -2.70 3.79 2.88
H -2.88 3.22 -0.45
H -1.64 2.73 0.65
H -2.11 4.40 0.61
H -4.40 3.77 1.66
H -3.47 1.18 1.44
H -4.52 1.72 2.74
C -4.66 -0.64 5.74
C -3.27 -0.15 6.22
C -2.92 -0.47 7.65
O -1.79 -1.28 7.45
C -1.60 -1.60 6.24
O -0.81 -2.46 5.86
O -2.34 -0.87 5.46
H -5.44 -0.02 6.16
H -4.92 -1.66 6.01
H -4.70 -0.76 4.66
H -3.11 0.85 5.84
H -3.73 -1.01 8.15
H -2.68 0.44 8.20
C -0.56 -0.32 -5.80
C 0.40 -1.47 -5.76
C 0.83 -1.86 -7.15
O 2.17 -2.28 -6.84
C 2.61 -1.81 -5.66
O 3.66 -1.86 -5.09
O 1.63 -1.00 -5.24
H -0.67 0.32 -4.93
H -1.54 -0.70 -6.09
H -0.27 0.43 -6.54
H 0.15 -2.28 -5.07
H 0.98 -1.07 -7.89
H 0.10 -2.61 -7.47
C 1.02 1.58 6.54
C 1.07 0.85 5.16
C 0.92 1.82 4.06
O 2.20 1.85 3.51
C 2.91 0.87 3.90
O 4.02 0.57 3.47
O 2.27 0.26 4.83
H 1.34 0.95 7.38
H 0.00 1.87 6.76
H 1.82 2.32 6.48
H 0.40 0.00 5.26
H 0.69 2.85 4.34
H 0.23 1.47 3.29
C 2.95 -5.21 4.92
C 2.23 -4.19 4.18
C 3.12 -2.98 3.84
O 2.72 -2.56 2.53
C 2.13 -3.51 1.97
O 1.51 -3.54 0.94
O 2.09 -4.59 2.81
H 4.00 -5.23 4.65
H 2.54 -6.20 4.74
H 3.02 -5.10 6.00
H 1.28 -3.90 4.63
H 4.17 -3.24 3.99
H 3.01 -2.10 4.48
C 5.98 1.53 0.33
C 5.63 0.07 0.59
C 4.73 -0.51 -0.49
O 5.38 -1.69 -0.84
C 6.55 -1.74 -0.41
O 7.33 -2.65 -0.66
O 6.75 -0.66 0.36
H 6.88 1.86 0.85
H 5.15 2.22 0.44
H 6.16 1.59 -0.75
H 5.27 -0.14 1.60
H 4.75 -0.08 -1.49
H 3.65 -0.65 -0.41
C 0.45 5.28 -1.90
C 1.04 5.86 -0.60
C 1.98 4.77 0.00
O 3.32 5.33 -0.15
C 3.21 6.47 -0.68
O 4.23 7.10 -0.97
O 1.94 6.83 -0.98
H 1.22 4.84 -2.53
H -0.09 6.04 -2.47
H -0.17 4.40 -1.73
H 0.27 6.33 0.00
H 1.82 3.84 -0.54
H 1.76 4.69 1.07
C -5.89 -4.83 -0.26
C -4.88 -5.34 -1.35
C -5.03 -4.60 -2.62
O -3.77 -4.22 -2.98
C -2.90 -4.38 -1.95
O -1.77 -3.94 -1.89
O -3.50 -5.00 -0.99
H -5.78 -3.79 0.04
H -5.69 -5.28 0.71
H -6.84 -5.05 -0.73
H -4.95 -6.43 -1.42
H -5.67 -3.73 -2.80
H -5.52 -5.25 -3.34
C -4.36 -0.30 -2.85
C -4.98 0.20 -4.12
C -4.27 1.45 -4.61
O -4.36 1.38 -6.05
C -4.55 0.17 -6.34
O -4.54 -0.28 -7.43
O -4.70 -0.63 -5.21
H -3.29 -0.52 -2.89
H -4.87 -1.19 -2.48
H -4.40 0.44 -2.04
H -6.07 0.33 -4.12
H -3.29 1.73 -4.24
H -4.93 2.28 -4.35
*
```



# 3
C2H3F2NS | the ωB97M-V functional and the def2-TZVPD basis

HOMO-LUMO gap = 9.13 eV
HOMO = -8.85 eV

ORCA input file:
```
! RIJCOSX wB97M-V def2-TZVPD def2/J DEFGRID3
* xyz 0 1
C 0.38 0.34 0.05
C -0.91 -0.39 0.38
H 0.92 2.26 -0.50
H -0.67 2.04 -0.08
H -0.97 -0.85 1.35
N 0.18 1.64 -0.24
F -1.90 0.47 0.15
F -1.07 -1.38 -0.47
S 1.83 -0.40 0.07
*
```



# 4
C25H50ClNP2RuSi2 | the ωB97M-V functional and the def2-TZVPD basis

HOMO-LUMO gap (alpha / beta) = 5.63 / 7.34 eV
expectation value of S² = 6.032
HOMO (alpha / beta) = -5.05 / -7.86 eV

ORCA input file:
```
! RIJCOSX wB97M-V def2-TZVPD def2/J DEFGRID3
* xyz 0 5
Ru -0.24 0.00 -0.03
C 2.13 -0.16 -1.88
C 1.32 -1.32 -1.80
C -0.06 -0.91 -2.03
Si 2.02 -2.97 -1.24
C -0.06 0.54 -2.16
C 1.32 0.99 -2.00
Si 2.01 2.71 -1.74
H 3.22 -0.16 -1.85
H -0.89 -1.55 -2.30
H -0.89 1.12 -2.53
Cl -3.12 0.21 2.18
C 3.88 2.69 -1.63
C 1.45 3.84 -3.12
C 3.88 -2.92 -1.12
C 1.46 -4.33 -2.40
H 2.07 3.62 -4.00
H 1.61 4.90 -2.84
H 0.40 3.70 -3.40
H 4.19 2.16 -0.72
H 4.26 3.72 -1.59
H 4.31 2.18 -2.50
H 2.06 -4.24 -3.32
H 0.40 -4.26 -2.68
H 1.66 -5.31 -1.96
H 4.31 -2.58 -2.07
H 4.26 -3.93 -0.90
H 4.19 -2.24 -0.32
C 1.31 3.20 -0.04
C 1.31 -3.16 0.51
P -0.36 2.50 0.26
H 1.35 4.29 0.08
H 1.97 2.74 0.72
P -0.36 -2.41 0.69
H 1.96 -2.58 1.19
H 1.35 -4.22 0.82
C -0.90 -2.85 2.43
C -1.45 -3.50 -0.41
C -1.45 3.37 -1.01
C -0.90 3.22 1.90
C -0.66 2.25 3.05
H -1.99 3.38 1.78
C -0.21 4.54 2.23
H 0.87 4.39 2.35
H -0.61 4.91 3.19
H -0.38 5.33 1.49
H -1.37 1.42 3.01
H -0.81 2.76 4.01
H 0.36 1.83 3.02
H -1.03 3.05 -1.97
C -1.38 4.90 -0.92
C -2.91 2.91 -0.95
H -0.36 5.30 -1.01
H -1.83 5.26 0.02
H -1.97 5.32 -1.75
H -3.04 1.90 -1.34
H -3.51 3.58 -1.58
H -3.32 2.95 0.07
H -1.03 -3.35 -1.41
C -2.91 -3.04 -0.43
C -1.38 -4.99 -0.05
H -0.36 -5.39 -0.07
H -1.97 -5.54 -0.80
H -1.83 -5.18 0.93
H -3.04 -2.10 -0.99
H -3.33 -2.91 0.58
H -3.51 -3.80 -0.94
C -0.67 -1.68 3.40
C -0.21 -4.09 2.99
H -1.99 -3.03 2.34
H 0.87 -3.92 3.08
H -0.38 -4.99 2.39
H -0.61 -4.28 3.99
H 0.35 -1.28 3.30
H -0.82 -2.03 4.43
H -1.38 -0.87 3.21
C -2.63 0.04 0.52
H -3.48 -0.01 -0.15
H -2.01 -0.88 0.46
H -1.97 0.92 0.29
N 2.22 0.16 1.88
C 1.26 0.10 1.18
*
```